Record 1
Entry from the Open Molecules 2025 dataset: a structure of composition C30H51N4O5SSbSi3V at a distorted geometry (ωB97M-V with the def2-TZVPD basis set).

Positions of all 96 atoms, in Å:
1 V 0.785 0.370 0.390
2 O 3.909 2.732 2.526
3 C 2.738 2.389 2.030
4 O 2.493 1.260 1.650
5 C 1.766 3.554 2.055
6 O 0.563 3.285 1.384
7 C 0.578 3.695 0.012
8 C 1.640 2.858 -0.713
9 O 2.684 3.349 -1.063
10 O 1.372 1.571 -0.698
11 H 4.539 1.999 2.490
12 H 1.533 3.752 3.103
13 H 2.278 4.429 1.644
14 H -0.418 3.495 -0.374
15 H 0.828 4.753 -0.085
16 C 0.286 -3.602 2.691
17 Sb 1.052 -2.007 1.444
18 C -0.230 -0.133 1.996
19 C 0.419 0.151 3.291
20 C 0.260 1.344 4.011
21 C 0.888 1.487 5.231
22 C 1.676 0.451 5.728
23 C 1.807 -0.681 4.951
24 N 1.197 -0.826 3.775
25 Si -2.117 -0.171 2.269
26 C -2.504 -1.489 3.575
27 C -2.749 1.465 2.992
28 C -3.191 -0.426 0.727
29 C 0.599 -2.775 -0.624
30 C -0.007 -1.694 -1.439
31 C -0.236 -1.879 -2.811
32 C -0.960 -0.957 -3.530
33 C -1.473 0.162 -2.878
34 C -1.130 0.350 -1.565
35 N -0.382 -0.527 -0.867
36 Si 2.407 -3.087 -1.264
37 C 2.462 -4.072 -2.877
38 C 3.195 -1.384 -1.508
39 C 3.405 -4.065 0.014
40 Si -0.565 -4.305 -0.682
41 C -1.165 -4.878 -2.386
42 C 0.287 -5.824 0.048
43 C -2.154 -3.806 0.226
44 H 0.017 -3.167 3.648
45 H 1.108 -4.301 2.836
46 H -0.556 -4.115 2.238
47 H -0.340 2.137 3.592
48 H 0.776 2.403 5.798
49 H 2.174 0.529 6.683
50 H 2.416 -1.520 5.269
51 H -1.826 -1.390 4.426
52 H -2.426 -2.513 3.205
53 H -3.521 -1.350 3.949
54 H -2.499 1.568 4.048
55 H -3.838 1.483 2.913
56 H -2.361 2.337 2.462
57 H -2.755 -1.049 -0.049
58 H -3.440 0.540 0.284
59 H -4.129 -0.893 1.034
60 H 0.148 -2.769 -3.284
61 H -1.145 -1.105 -4.586
62 H -2.087 0.878 -3.398
63 H -1.455 1.229 -1.021
64 H 2.212 -3.470 -3.752
65 H 1.800 -4.938 -2.856
66 H 3.477 -4.446 -3.025
67 H 2.611 -0.759 -2.187
68 H 4.196 -1.472 -1.935
69 H 3.296 -0.849 -0.559
70 H 2.928 -5.011 0.272
71 H 3.555 -3.504 0.939
72 H 4.390 -4.298 -0.393
73 H -0.361 -5.162 -3.066
74 H -1.788 -4.137 -2.887
75 H -1.782 -5.766 -2.229
76 H 1.000 -6.245 -0.663
77 H -0.465 -6.591 0.239
78 H 0.816 -5.638 0.982
79 H -2.899 -3.459 -0.493
80 H -1.991 -3.005 0.947
81 H -2.593 -4.656 0.752
82 C -2.980 4.394 -3.329
83 N -1.798 5.194 -3.496
84 C -1.881 6.604 -3.857
85 C -0.410 7.015 -4.034
86 N 0.296 5.781 -3.720
87 C -0.527 4.743 -3.479
88 S -0.022 3.181 -3.176
89 H -3.540 4.324 -4.265
90 H -3.626 4.828 -2.563
91 H -2.671 3.399 -3.021
92 H -2.373 7.168 -3.062
93 H -2.465 6.723 -4.773
94 H -0.121 7.809 -3.344
95 H -0.192 7.344 -5.051
96 H 1.283 5.653 -3.853

gap between HOMO and LUMO (alpha / beta)	0.267 / 0.284	hartree
highest occupied orbital energy (alpha / beta)	-10.29 / -10.40	eV
charge	+1
2S+1	3


Record 2
Entry from the Open Molecules 2025 dataset: a cluster of 11 separate species, C30H52Br14O8 in total at a distorted geometry (ωB97M-V with the def2-TZVPD basis set).

Positions of all 104 atoms, in Å:
1 O -0.195 -4.618 -0.879
2 C 0.468 -5.484 -0.324
3 C 0.872 -5.668 1.083
4 C 1.282 -7.141 1.174
5 C 1.665 -7.542 -0.232
6 O 0.944 -6.552 -1.079
7 H 1.668 -4.921 1.257
8 H 0.004 -5.305 1.650
9 H 2.109 -7.277 1.879
10 H 0.421 -7.708 1.488
11 H 2.759 -7.386 -0.388
12 H 1.369 -8.520 -0.574
13 O -5.652 -0.239 3.952
14 C -4.717 0.463 4.211
15 C -4.678 2.008 4.566
16 C -3.226 2.398 4.877
17 C -2.468 1.161 4.455
18 O -3.404 0.090 4.254
19 H -5.059 2.485 3.679
20 H -5.391 2.131 5.359
21 H -2.746 3.175 4.238
22 H -3.133 2.668 5.927
23 H -1.972 1.308 3.511
24 H -1.765 0.827 5.180
25 O 0.066 -1.161 -3.426
26 C 0.177 -2.347 -3.532
27 C -0.978 -3.342 -3.724
28 C -0.325 -4.691 -4.143
29 C 1.195 -4.423 -4.072
30 O 1.358 -3.033 -3.666
31 H -1.439 -3.334 -2.755
32 H -1.603 -2.846 -4.460
33 H -0.521 -5.502 -3.446
34 H -0.590 -5.007 -5.155
35 H 1.684 -5.102 -3.340
36 H 1.653 -4.487 -5.066
37 O -2.942 3.623 1.587
38 C -3.145 3.931 0.427
39 C -4.082 3.210 -0.500
40 C -3.582 3.520 -1.887
41 C -2.785 4.860 -1.663
42 O -2.467 4.856 -0.221
43 H -4.018 2.182 -0.249
44 H -5.122 3.482 -0.300
45 H -2.853 2.715 -2.153
46 H -4.314 3.628 -2.668
47 H -1.847 4.980 -2.158
48 H -3.381 5.728 -1.808
49 Br 3.902 -4.659 -1.379
50 C 4.116 -2.758 -1.057
51 C 4.514 -2.457 0.403
52 Br 5.143 -0.652 0.456
53 H 3.175 -2.274 -1.361
54 H 4.726 -2.344 -1.851
55 H 5.162 -3.179 0.831
56 H 3.652 -2.588 1.026
57 Br -0.728 3.870 -5.240
58 C -0.729 1.917 -4.907
59 C 0.316 1.253 -5.763
60 Br 2.198 1.611 -5.270
61 H -1.766 1.686 -5.176
62 H -0.536 1.785 -3.829
63 H 0.232 1.526 -6.806
64 H 0.220 0.178 -5.625
65 Br 0.354 3.187 3.173
66 C 0.207 4.791 2.009
67 C 1.020 5.948 2.597
68 Br 3.012 5.820 2.285
69 H -0.828 5.099 2.004
70 H 0.506 4.583 1.007
71 H 0.906 6.039 3.650
72 H 0.763 6.961 2.187
73 Br 2.139 0.122 4.504
74 C 4.048 0.468 3.881
75 C 4.072 1.666 2.963
76 Br 5.958 2.356 2.697
77 H 4.322 -0.425 3.355
78 H 4.603 0.583 4.818
79 H 3.511 2.463 3.439
80 H 3.528 1.474 2.040
81 Br -4.404 -3.502 -0.439
82 C -3.440 -3.159 1.203
83 C -3.807 -1.827 1.826
84 Br -3.194 -0.235 0.781
85 H -2.355 -3.113 1.003
86 H -3.673 -4.036 1.840
87 H -3.338 -1.676 2.787
88 H -4.872 -1.600 1.891
89 Br 2.043 6.335 -1.805
90 C 3.242 4.850 -1.357
91 C 3.088 3.657 -2.316
92 Br 3.868 2.117 -1.382
93 H 2.919 4.522 -0.372
94 H 4.252 5.247 -1.355
95 H 3.672 3.823 -3.211
96 H 2.052 3.415 -2.516
97 Br 0.834 -2.088 1.444
98 C 0.491 -0.187 0.945
99 C 0.335 -0.018 -0.579
100 Br -0.301 1.874 -0.980
101 H 1.286 0.542 1.352
102 H -0.476 0.104 1.365
103 H -0.454 -0.696 -0.911
104 H 1.219 -0.195 -1.159

gap between HOMO and LUMO	0.371	hartree
highest occupied orbital energy	-9.92	eV
charge	0


Values for ΔE to the lowest compared entry with this formula, charge and spin, kJ/mol, ordered as above
141.21, 0.00